A cluster of 2 separate species, C4H5ClO2S in total in a non-equilibrium geometry. Source: the OMol25 dataset; level of theory: ωB97M-V/def2-TZVPD.

Values from the calculation:
HOMO energy	-8.85	eV
E_tot	-1164.06500	a.u.
max |F|	4.96	eV Å⁻¹

```
13
Properties=species:S:1:pos:R:3:mulliken_charge:R:1
C 0.82504 -0.96701 -0.09349 0.6337
C -0.61655 -0.24633 -0.01819 0.5883
C -1.07117 0.89714 1.01138 -0.4870
C -0.29868 1.35180 -0.23563 -0.3298
H 3.18204 -1.19779 0.20735 0.1556
H -0.60608 -2.23947 -0.97855 0.4228
H -0.67773 0.80047 2.16197 0.2050
H -2.19488 0.81452 0.83040 0.2934
H 0.72399 1.65737 -0.11521 0.2964
O 0.95621 -2.02270 -0.78971 -0.6077
O -1.37884 -0.73617 -1.11631 -0.7658
S 2.24474 -0.48012 0.67644 -0.2202
Cl -1.08810 2.36828 -1.54045 -0.1848
```



A cluster of 2 separate species, C4H11NO2 in total in a non-equilibrium geometry. Source: the OMol25 dataset; level of theory: ωB97M-V/def2-TZVPD.

Values from the calculation:
HOMO energy	-9.58	eV
E_tot	-364.19968	a.u.
max |F|	3.17	eV Å⁻¹

```
18
Properties=species:S:1:pos:R:3:mulliken_charge:R:1
O 1.69430 -1.72086 0.35757 -0.4223
C 0.62062 -1.81029 -0.16784 -0.2286
C -0.41958 -0.64012 -0.35257 0.6431
C -0.83039 0.22080 0.81135 -0.6658
C -1.26855 1.65455 0.32913 -1.0603
N -1.62390 -1.18834 -1.02038 -0.7582
H 0.46667 -2.45405 -1.05809 0.2084
H 0.16070 -0.03336 -1.05213 0.1302
H 0.05790 0.31841 1.46767 0.3158
H -1.67007 -0.23501 1.37018 0.3984
H -1.94663 2.02429 1.09047 0.3346
H -0.33795 2.23421 0.23545 0.3097
H -1.85975 1.73937 -0.63961 0.2952
H -2.30994 -0.44064 -1.07830 0.2507
H -1.31197 -1.52302 -1.96113 0.2452
H 3.65170 1.25285 0.13146 0.3061
H 3.35507 -0.13855 0.58660 0.3211
O 3.57177 0.73978 0.95017 -0.6233
```



A structure of composition C46H34F5KN10O3STe in a non-equilibrium geometry. Source: the OMol25 dataset; level of theory: ωB97M-V/def2-TZVPD.

Values from the calculation:
HOMO energy	-8.89	eV
E_tot	-4312.22218	a.u.
max |F|	1.37	eV Å⁻¹

```
101
Properties=species:S:1:pos:R:3:mulliken_charge:R:1
K -0.70910 -0.42885 -0.11545 1.1761
C -5.94017 -3.06690 -0.00180 -0.8790
O -4.85523 -3.33671 0.91221 -0.5323
C -4.10847 -2.20679 0.91430 0.1494
N -4.53199 -1.18393 0.30661 -0.3860
C -5.83694 -1.54252 -0.25606 0.6107
C -6.95837 -0.75032 0.37973 0.0083
C -6.88532 -0.34064 1.70657 -0.2357
C -7.94697 0.33271 2.29351 -0.6717
C -9.09291 0.60558 1.56024 -0.4061
C -9.17022 0.20480 0.23431 -0.6113
C -8.10715 -0.46707 -0.35103 -0.3695
C -2.81897 -2.29748 1.63093 0.6789
C -2.22271 -3.52500 1.88914 -0.8142
C -1.01222 -3.53614 2.55853 -1.0360
C -0.44283 -2.33944 2.96722 -0.6083
C -1.11717 -1.17090 2.65309 -0.0161
N -2.27037 -1.14240 1.99373 -0.2354
C -0.64879 0.19049 3.04481 0.4937
N -0.18384 1.07865 2.26855 0.2330
C -0.06905 2.31236 3.05698 0.0069
C -0.45116 1.87819 4.49126 -0.7387
O -0.83564 0.49532 4.34704 -0.4330
C 1.30332 2.94253 2.93068 -0.1648
C 2.14872 2.61343 1.87620 -0.0109
C 3.39887 3.20711 1.77238 -0.1010
C 3.81384 4.14321 2.70773 -0.7784
C 2.96885 4.48657 3.75355 -0.7352
C 1.72207 3.88852 3.86197 -0.6357
H -6.87067 -3.37547 0.46921 0.4737
H -5.75888 -3.64112 -0.90785 0.2980
H -5.82404 -1.34074 -1.32784 0.4868
H -5.98266 -0.53600 2.27185 0.3445
H -7.87771 0.64993 3.32645 0.3840
H -9.91969 1.13301 2.01845 0.3741
H -10.05710 0.42156 -0.34760 0.3737
H -8.16536 -0.77057 -1.39050 0.3935
H -2.69631 -4.43394 1.54948 0.5564
H -0.50938 -4.47265 2.76009 0.4287
H 0.50304 -2.31315 3.48832 0.5104
H -0.80060 3.02535 2.66522 0.6227
H -1.30561 2.41770 4.89454 0.3431
H 0.38195 1.93274 5.19148 0.4429
H 1.83259 1.87627 1.14890 0.6837
H 4.05694 2.92861 0.95880 0.2684
H 4.78901 4.60475 2.62207 0.4373
H 3.28006 5.21924 4.48703 0.3927
H 1.07067 4.16675 4.68343 0.4333
S 1.81113 1.98463 -7.39949 0.0890
N 2.38777 0.80368 -6.46067 -0.6880
C 1.76562 0.90055 -5.29913 0.6584
C 1.96752 0.03730 -4.15518 0.7657
C 2.79752 -1.08118 -4.19794 -0.6783
C 2.91246 -1.86291 -3.07309 -0.9125
C 2.20919 -1.48286 -1.93187 -0.7581
N 1.42109 -0.42604 -1.87024 1.2635
C 1.27092 0.31773 -2.97260 -0.8018
C 0.27445 1.40869 -2.93201 -0.5372
N -0.42560 1.57254 -1.80087 0.1160
C -1.37549 2.48902 -1.77150 -0.4207
C -1.68516 3.31976 -2.84645 -0.8831
C -0.95773 3.18146 -4.00436 -0.7165
C 0.04173 2.21027 -4.05839 0.5358
C 0.82725 1.96757 -5.25083 0.9605
N 0.75806 2.65639 -6.37587 -0.7126
H 3.31958 -1.31762 -5.11608 0.5560
H 3.52247 -2.75562 -3.06324 0.5344
H 2.26960 -2.07740 -1.02988 0.1470
H -1.93583 2.56992 -0.84489 0.4624
H -2.48267 4.04440 -2.76245 0.4350
H -1.14783 3.79393 -4.87582 0.5247
F -3.80731 -2.98873 -1.97116 -0.5043
Te -2.16872 -2.32201 -2.61533 2.2940
F -0.71713 -1.60687 -3.58557 -0.4472
F -1.71466 -4.02156 -3.25378 -0.4491
F -3.10005 -2.12555 -4.21596 -0.4103
F -2.72624 -0.54494 -2.27223 -0.5405
O -1.31128 -2.43968 -1.05793 -1.0864
C 4.30070 -0.15806 3.49116 -0.9175
C 3.00463 -0.37013 3.05834 0.0526
N 2.67900 -1.20479 2.07055 0.0976
C 3.67721 -1.84188 1.46882 -0.2258
C 5.02392 -1.63870 1.76757 0.2997
C 5.33040 -0.80333 2.83046 -0.5522
C 6.09176 -2.24580 0.94390 -1.0094
C 6.45059 -1.85546 -0.28009 -0.7927
C 5.90632 -0.73525 -1.06894 1.2171
C 6.41781 -0.47332 -2.33808 -0.7570
C 5.90105 0.61286 -3.01979 -0.3988
N 4.93829 1.38071 -2.51678 -0.5554
C 4.50423 1.03462 -1.30987 -0.2074
N 4.94329 0.03707 -0.55647 -0.0683
H 4.49486 0.52615 4.30608 0.4991
H 2.18321 0.16374 3.52196 0.2080
H 3.41153 -2.52806 0.67330 0.6347
H 6.36311 -0.62794 3.10650 0.4425
H 6.65680 -3.05704 1.39355 0.4477
H 7.27097 -2.38107 -0.75681 0.3397
H 7.19624 -1.08840 -2.76889 0.3993
H 6.26446 0.87649 -4.00725 0.4151
H 3.70266 1.63608 -0.89286 0.4299
```



Repeat the second record exactly.
A cluster of 2 separate species, C4H11NO2 in total in a non-equilibrium geometry. Source: the OMol25 dataset; level of theory: ωB97M-V/def2-TZVPD.

Values from the calculation:
HOMO energy	-9.58	eV
E_tot	-364.19968	a.u.
max |F|	3.17	eV Å⁻¹

```
18
Properties=species:S:1:pos:R:3:mulliken_charge:R:1
O 1.69430 -1.72086 0.35757 -0.4223
C 0.62062 -1.81029 -0.16784 -0.2286
C -0.41958 -0.64012 -0.35257 0.6431
C -0.83039 0.22080 0.81135 -0.6658
C -1.26855 1.65455 0.32913 -1.0603
N -1.62390 -1.18834 -1.02038 -0.7582
H 0.46667 -2.45405 -1.05809 0.2084
H 0.16070 -0.03336 -1.05213 0.1302
H 0.05790 0.31841 1.46767 0.3158
H -1.67007 -0.23501 1.37018 0.3984
H -1.94663 2.02429 1.09047 0.3346
H -0.33795 2.23421 0.23545 0.3097
H -1.85975 1.73937 -0.63961 0.2952
H -2.30994 -0.44064 -1.07830 0.2507
H -1.31197 -1.52302 -1.96113 0.2452
H 3.65170 1.25285 0.13146 0.3061
H 3.35507 -0.13855 0.58660 0.3211
O 3.57177 0.73978 0.95017 -0.6233
```



Question: What is the formula in the first record?
Answer: C4H5ClO2S



Repeat the second record exactly.
A cluster of 2 separate species, C4H11NO2 in total in a non-equilibrium geometry. Source: the OMol25 dataset; level of theory: ωB97M-V/def2-TZVPD.

Values from the calculation:
HOMO energy	-9.58	eV
E_tot	-364.19968	a.u.
max |F|	3.17	eV Å⁻¹

```
18
Properties=species:S:1:pos:R:3:mulliken_charge:R:1
O 1.69430 -1.72086 0.35757 -0.4223
C 0.62062 -1.81029 -0.16784 -0.2286
C -0.41958 -0.64012 -0.35257 0.6431
C -0.83039 0.22080 0.81135 -0.6658
C -1.26855 1.65455 0.32913 -1.0603
N -1.62390 -1.18834 -1.02038 -0.7582
H 0.46667 -2.45405 -1.05809 0.2084
H 0.16070 -0.03336 -1.05213 0.1302
H 0.05790 0.31841 1.46767 0.3158
H -1.67007 -0.23501 1.37018 0.3984
H -1.94663 2.02429 1.09047 0.3346
H -0.33795 2.23421 0.23545 0.3097
H -1.85975 1.73937 -0.63961 0.2952
H -2.30994 -0.44064 -1.07830 0.2507
H -1.31197 -1.52302 -1.96113 0.2452
H 3.65170 1.25285 0.13146 0.3061
H 3.35507 -0.13855 0.58660 0.3211
O 3.57177 0.73978 0.95017 -0.6233
```



Question: Number 1 is which compound?
Answer: C4H5ClO2S